Entry 1:
# C13H25ClFN2O2PSi2

2 unconnected molecules or ions with the total composition C13H25ClFN2O2PSi2 (wB97M-V/def2-TZVPD, the Open Molecules 2025 dataset).

Structure (XYZ):
```
47
C13H25ClFN2O2PSi2, DFT wB97M-V/def2-TZVPD
C -3.3060 -1.9391 0.5130
C -2.7306 -2.1061 -0.8362
C -1.2885 -2.8389 -0.9207
C -0.8258 -3.2783 -2.3991
C -1.3987 -2.3152 -3.5409
N -1.8411 -1.7901 -4.5389
C 0.8061 -3.0862 -2.4381
F 1.1984 -1.8000 -2.9577
C 1.5105 -4.2604 -3.2650
N 2.1496 -5.1901 -3.7153
P -1.2104 -5.1474 -2.7241
O -1.3261 -5.3723 -4.4190
Cl -3.1338 -5.5164 -1.8511
H -3.2899 -2.9013 1.1620
H -3.6839 -0.9236 0.9020
H -3.3604 -1.7293 -1.7120
H -0.5236 -2.1306 -0.3823
H -1.3733 -3.8048 -0.2788
H 1.1482 -3.1159 -1.3419
H -0.8561 -4.6388 -4.8881
O 0.5663 2.3716 2.2322
Si 0.4390 0.8494 1.5563
C 2.1389 0.2024 1.0868
C -0.6297 0.9121 0.0144
C -0.3385 -0.3778 2.7440
Si 1.1248 3.8874 1.8025
C 0.9017 5.1271 3.1923
C 0.1920 4.5233 0.3010
C 2.9545 3.8088 1.3817
H 2.5780 0.8128 0.2940
H 2.0730 -0.8280 0.7273
H 2.8087 0.2258 1.9511
H -1.6019 1.3568 0.2405
H -0.7923 -0.0939 -0.3788
H -0.1491 1.5085 -0.7642
H -1.3464 -0.0624 3.0272
H 0.2616 -0.4733 3.6533
H -0.4085 -1.3640 2.2768
H -0.1537 5.2272 3.4591
H 1.2707 6.1098 2.8859
H 1.4546 4.8181 4.0833
H 0.4001 3.9033 -0.5749
H 0.4885 5.5498 0.0697
H -0.8856 4.5089 0.4851
H 3.1210 3.1982 0.4906
H 3.5207 3.3725 2.2093
H 3.3470 4.8103 1.1858
```

As for the SMILES: C=CC[C@@](C#N)([C@H](F)C#N)P(O)Cl.C[Si](C)(C)O[Si](C)(C)C. The energy above the lowest of the compared OMol25 structures with the same formula, charge and spin comes out at 51.3 kcal per mole. The total energy comes out at -2250.724259 Eh. Its spin multiplicity is 1. Its total charge is 0. The frontier orbital gap is 0.32085 Eh. For the largest force on an atom, the calculation gives 0.1333 hartree/bohr. For the molecular weight, the calculation gives 382.952 g mol⁻¹. The value obtained for the LUMO energy is -0.354 eV.

=====

Entry 2:
# C13H25ClN3O

A gas-phase ion, C13H25ClN3O (charge +1) (wB97M-V/def2-TZVPD, the Open Molecules 2025 dataset).

Structure (XYZ):
```
43
C13H25ClN3O, DFT wB97M-V/def2-TZVPD
C -1.8151 -2.1634 -1.9006
N -0.5758 -2.3986 -1.1929
C -0.0377 -3.7334 -1.3852
C 0.3429 -1.2633 -1.0721
Cl 2.0497 -1.7858 -1.5800
H -2.3846 -3.1020 -1.9220
H -2.4131 -1.3933 -1.3904
H -1.6428 -1.8412 -2.9440
H -0.8853 -4.4286 -1.3986
H 0.5175 -3.8247 -2.3352
H 0.6299 -3.9960 -0.5525
H 0.0460 -0.5331 -1.8427
C -0.5460 -1.6133 3.7928
N -0.5169 -0.8622 2.5793
C -0.8565 0.5145 2.6460
C -1.2054 1.0399 1.2539
C -0.0868 0.7574 0.3319
N 0.5136 1.7036 -0.3850
C 0.0869 3.1167 -0.2130
C 0.6130 4.0574 -1.2905
O 1.9637 3.7936 -1.6707
C 2.1155 2.4566 -2.1570
C 1.7979 1.4298 -1.0801
C 0.4079 -0.6545 0.2986
C -0.3990 -1.4988 1.3037
H -0.7600 -2.6729 3.6001
H 0.4159 -1.5507 4.3318
H -1.3159 -1.2065 4.4677
H -1.6807 0.6571 3.3712
H 0.0056 1.0592 3.0790
H -2.0852 0.4802 0.8876
H -1.5051 2.0863 1.3290
H -1.0080 3.1737 -0.2367
H 0.4386 3.4977 0.7642
H -0.0568 4.0117 -2.1685
H 0.6532 5.0775 -0.8906
H 1.4799 2.2651 -3.0512
H 3.1822 2.3775 -2.4228
H 2.6296 1.3861 -0.3528
H 1.7712 0.4593 -1.5852
H 1.4624 -0.6841 0.6468
H 0.0593 -2.4888 1.4631
H -1.4056 -1.7057 0.8737
```

As for the SMILES: CN1CCC(=[N+]2CCOCC2)[C@H]([C@@H](Cl)N(C)C)C1. The energy above the lowest of the compared OMol25 structures with the same formula, charge and spin comes out at 0.0 kcal per mole. The total energy comes out at -1209.737165 Eh. Its spin multiplicity is 1. Its total charge is +1. The frontier orbital gap is 0.25756 Eh. For the largest force on an atom, the calculation gives 0.0594 hartree/bohr. For the molecular weight, the calculation gives 274.816 g mol⁻¹. The value obtained for the LUMO energy is -4.026 eV.

=====

Entry 3:
# C13H25ClN5O7PTi

A molecular structure, C13H25ClN5O7PTi (wB97M-V/def2-TZVPD, the Open Molecules 2025 dataset).

Structure (XYZ):
```
53
C13H25ClN5O7PTi, DFT wB97M-V/def2-TZVPD
Ti -0.4758 -0.0897 -0.3379
O 1.8580 0.2183 2.9167
Cl 1.4224 0.6815 1.6450
O 2.1048 1.8339 1.2005
O 1.5175 -0.3849 0.6496
O -0.0449 0.9677 1.7276
O 0.9644 0.7717 -1.8196
C 0.8555 0.5463 -3.2375
C 1.4380 -0.7937 -3.6402
C 0.9054 -1.9667 -2.8072
C -0.5907 -2.0825 -2.8515
C -1.2188 -2.8749 -3.8039
C -2.5990 -2.9482 -3.8442
C -3.3327 -2.2312 -2.9099
C -2.6447 -1.4715 -1.9882
N -1.3063 -1.3727 -1.9549
H 1.8908 0.8879 -1.5735
H 1.3471 1.3591 -3.7729
H -0.2114 0.6001 -3.4512
H 2.5262 -0.7674 -3.5470
H 1.2212 -0.9556 -4.6989
H 1.2330 -1.8706 -1.7692
H 1.3460 -2.8871 -3.1913
H -0.6180 -3.4331 -4.5096
H -3.0954 -3.5603 -4.5852
H -4.4127 -2.2623 -2.8949
H -3.1775 -0.9089 -1.2272
N -0.8295 -0.2602 4.0584
C -1.8665 -1.2786 3.7233
P -1.1932 -2.2666 2.3216
O 0.1506 -2.7404 2.7731
O -1.4142 -1.4880 1.0644
C -2.1797 -3.8433 2.2553
N -1.2424 -4.9196 2.7328
H 0.0891 -0.7039 4.1848
H -1.0612 0.2724 4.8971
H -0.7028 0.3980 3.2625
H -2.7895 -0.7646 3.4622
H -2.0268 -1.9088 4.5971
H -2.4552 -4.0380 1.2215
H -3.0839 -3.8341 2.8595
H -0.3237 -4.4121 2.8722
H -1.1246 -5.6725 2.0560
H -1.5326 -5.3405 3.6143
N -2.6642 3.3303 -2.0105
C -1.9149 3.9656 -1.0532
C -1.2521 2.9818 -0.3926
N -1.5849 1.7549 -0.9390
C -2.4424 2.0102 -1.9090
H -3.2797 3.7740 -2.6725
H -1.9145 5.0336 -0.9315
H -0.5568 3.0692 0.4233
H -2.9066 1.2834 -2.5547
```

The energy above the lowest of the compared OMol25 structures with the same formula, charge and spin comes out at 0.0 kcal per mole. The total energy comes out at -2961.274059 Eh. Its spin multiplicity is 3. Its total charge is +2. The frontier orbital gap (spin up / spin down) is 0.25409 / 0.33730 Eh. Its expectation value of S² is 2.002. For the largest force on an atom, the calculation gives 0.0134 hartree/bohr. For the molecular weight, the calculation gives 477.665 g mol⁻¹. The value obtained for the LUMO energy (spin up / spin down) is -5.183 / -5.187 eV.